14
Properties=species:S:1:pos:R:3:forces:R:3 method="wB97M-V/def2-TZVPD" e_above_lowest_kj_mol=209.2 total_charge=0 homo_energy_ev=-10.159 gap_ha=0.4128 smiles=OCC[C@H]1CO1 multiplicity=1
H 1.66802 0.78755 -0.50779 -0.2 0.0 0.1
C 0.19798 -2.00382 0.27053 -0.1 -0.1 0.1
H -1.68218 0.57916 0.65288 0.0 0.2 0.0
O -1.38831 1.50038 0.71695 -0.2 -0.2 0.0
C 0.74448 0.54841 0.03884 -0.1 0.0 0.1
H 1.00238 0.46132 1.10048 -0.1 0.0 -0.1
H -0.60096 1.68358 -1.20492 0.0 0.0 0.2
O -1.01040 -1.30087 -0.02584 -0.4 0.0 -0.1
H 0.16258 2.62443 0.08635 -0.1 -0.1 0.0
H 0.31825 -1.97532 1.34679 0.8 -0.2 -0.1
C 0.22979 -0.76189 -0.49426 0.0 0.1 -0.2
C -0.28672 1.65552 -0.14680 0.3 0.2 -0.2
H 0.42208 -2.93582 -0.25587 -0.5 0.1 0.3
H 0.22301 -0.86264 -1.57732 0.5 0.0 0.0


13
Properties=species:S:1:pos:R:3:forces:R:3 method="wB97M-V/def2-TZVPD" e_above_lowest_kj_mol=31.2 total_charge=0 homo_energy_ev=-9.817 gap_ha=0.3983 smiles="CCCC=O" multiplicity=1
C 0.62517 0.79797 -0.41684 0.2 0.3 0.5
O 2.49012 -0.74552 -0.17572 -0.9 1.1 0.6
H 0.67013 0.55176 -1.47817 0.1 0.0 0.0
C -0.75573 0.46685 0.18108 -0.1 0.1 -0.2
H 1.72941 0.20776 1.42942 0.0 0.1 -0.1
C -1.18708 -0.97166 -0.09321 0.3 -0.3 -0.3
H -0.44374 -1.68325 0.30776 -0.4 0.2 -0.1
H -0.74339 0.64116 1.26608 0.0 0.1 -0.2
H 0.83962 1.87932 -0.28177 -0.1 -0.5 -0.1
H -1.27226 -1.16561 -1.18321 0.1 0.1 0.6
H -1.50221 1.14755 -0.24737 0.2 0.0 0.1
H -2.15983 -1.17297 0.36398 0.2 -0.1 0.0
C 1.70979 0.04665 0.32797 0.6 -1.0 -0.7


74
Properties=species:S:1:pos:R:3:forces:R:3 method="wB97M-V/def2-TZVPD" e_above_lowest_kj_mol=0.0 total_charge=-1 homo_energy_ev=-6.801 gap_ha=0.3259 multiplicity=1
H -32.87401 24.82745 26.67765 0.0 0.2 -0.3
H -32.43386 19.23353 25.37486 -0.2 -0.5 0.0
O -34.74888 24.62877 25.97890 -1.2 -1.4 0.5
H -30.87124 22.72912 19.98060 0.2 0.3 0.4
H -29.76649 19.19504 23.61958 0.1 -0.8 0.0
O -32.48014 19.01443 21.31739 -0.5 0.5 0.3
H -29.44296 21.98070 21.92538 0.5 -0.1 -0.2
O -34.63687 22.80145 27.53545 -2.3 0.2 -0.5
O -35.98849 22.53206 25.49750 -0.7 0.5 0.6
C -29.02609 22.33881 20.98267 -0.2 -0.2 -0.1
C -29.73317 18.31929 22.96662 0.0 0.9 1.2
H -24.59438 15.61798 22.47663 0.3 -0.1 -0.1
H -30.96023 22.34905 17.38036 -0.3 -0.3 -0.6
C -33.38527 22.81582 26.85425 0.5 -0.3 1.5
F -28.61975 20.65041 25.84507 -0.2 0.7 -0.5
O -34.62058 17.90660 21.92155 1.6 1.3 0.5
H -35.22860 19.79971 24.66663 0.0 0.3 0.2
H -30.35026 25.18635 25.43186 0.5 0.4 0.7
H -32.16489 21.75192 18.55759 0.0 0.1 0.0
H -24.26677 16.74184 21.11658 -0.3 -0.3 0.0
C -33.28120 18.79639 24.84353 0.3 1.1 0.2
C -26.42975 19.31951 23.37143 1.1 0.5 0.6
H -27.95087 19.14368 21.92885 -1.4 0.4 0.1
C -33.41416 24.11381 26.05408 1.3 0.8 0.4
H -22.99705 16.48813 22.26113 0.0 -0.3 0.4
H -32.92385 24.09473 25.08405 -0.3 -0.3 -0.1
H -32.75254 22.88477 27.74068 0.7 0.2 -0.6
O -31.19923 26.63470 22.86693 0.9 0.1 -1.0
C -30.13818 25.84778 23.44354 0.3 1.5 0.9
C -30.06926 21.26353 18.94262 -0.5 0.9 0.9
H -30.74274 17.93471 22.89851 0.0 0.3 -1.0
F -31.24628 22.10857 24.59229 -0.1 0.3 0.4
F -30.71603 19.98037 25.19023 0.5 0.5 0.5
C -28.93214 18.69422 21.75246 -0.2 -0.2 -0.7
P -29.89847 21.41954 25.25128 -1.4 -0.2 0.6
H -27.08852 18.90348 24.13374 0.2 -0.4 0.1
C -24.58841 17.64602 23.01601 0.0 1.7 1.1
S -35.76421 23.46504 26.56274 1.6 0.9 0.5
O -26.85445 16.34037 22.82569 -1.6 -1.2 -0.7
O -29.26286 20.36939 18.82359 0.3 -0.3 -0.3
O -34.10536 20.12452 23.00306 0.9 -1.2 -2.1
O -28.95533 15.15497 22.25071 1.0 1.6 -0.5
H -30.17027 24.77364 23.27528 -0.6 0.1 -0.3
N -30.01659 22.19986 19.94164 -0.8 0.2 -0.9
H -33.11372 21.85998 26.40791 -0.5 0.3 -0.6
H -29.15476 26.21274 23.14772 -0.2 0.1 -0.4
F -29.45711 21.13627 23.72045 1.1 0.6 0.5
C -31.26524 21.50570 17.99498 1.0 -0.9 1.2
O -32.97256 27.81103 23.60307 0.6 0.6 0.0
O -24.00717 17.96270 24.04555 -0.1 -0.3 0.2
O -28.55654 17.43995 21.18175 0.8 -2.7 0.7
C -24.07899 16.52694 22.17212 -0.1 0.4 -0.9
H -28.73633 23.38178 21.11781 0.0 0.1 -0.2
O -29.01182 17.24341 23.60215 1.4 -0.4 -1.4
C -31.97284 27.20701 23.80899 -1.3 -2.1 -0.2
H -25.69655 19.96601 23.85265 -0.1 0.0 0.3
S -33.50671 18.77357 22.27419 -1.5 -0.7 2.1
H -33.71101 17.97967 25.42009 -0.5 0.3 -0.1
F -29.23699 22.90726 25.37453 0.5 -0.8 -1.0
H -29.50807 19.23556 21.00502 0.1 0.0 0.0
N -25.69450 18.33237 22.59988 1.1 0.8 -1.2
H -27.07685 19.96344 22.77732 0.8 0.1 0.0
S -28.22685 16.39778 22.43037 -2.3 -0.8 1.3
C -30.32936 26.15612 24.92997 -1.0 -2.3 0.1
C -34.18470 19.98486 24.41436 -0.5 -0.3 0.2
F -29.44999 27.01476 25.48762 0.2 0.2 -0.2
H -25.96597 18.10643 21.65742 -0.4 0.1 0.2
O -32.77278 18.26752 23.63976 0.0 -0.5 -1.9
H -33.81898 20.95361 24.74654 -0.2 -0.3 0.5
H -28.15034 21.78668 20.64476 0.0 -0.1 0.4
O -36.76920 24.10841 27.37283 1.0 -1.2 -1.3
O -31.63813 26.65535 25.01161 0.6 1.1 0.3
H -31.40435 20.51503 17.56797 -0.1 0.4 -0.9
F -30.48025 21.67975 26.73190 -0.3 -0.3 0.2


18
Properties=species:S:1:pos:R:3:forces:R:3 method="wB97M-V/def2-TZVPD" e_above_lowest_kj_mol=146.2 total_charge=0 homo_energy_ev=-9.093 gap_ha=0.3697 smiles="C=C[C@](C)(O)NC" multiplicity=1
H -1.66302 -0.34075 -0.85414 -0.1 0.0 0.0
C 0.36331 -0.17706 -0.10323 -0.5 0.0 0.2
H -0.47680 -1.38105 -1.67492 -0.1 -0.1 -0.1
H -0.42041 -3.01232 1.81256 0.1 -0.1 0.2
O 1.63223 -0.10024 -0.71677 0.2 -0.1 -0.3
N 0.15972 1.05518 0.65921 -0.1 -0.1 0.1
C 0.06082 2.27402 -0.12297 0.0 0.1 0.0
H -1.34714 -2.38298 0.37093 -0.2 0.0 -0.2
H -0.64588 0.95484 1.26696 0.1 -0.1 0.0
H 2.27056 0.15035 -0.03856 0.0 0.0 0.1
H 0.17492 3.12166 0.55245 0.0 0.1 -0.1
H 1.18969 -1.21497 1.62460 0.1 0.0 0.1
H -0.88791 2.38213 -0.66385 0.1 0.0 0.0
H 0.87795 2.28517 -0.84255 0.0 0.1 0.0
H -0.49662 0.34892 -2.00093 0.0 0.1 -0.1
C -0.64637 -0.40425 -1.23304 0.5 0.1 0.2
C 0.36524 -1.28950 0.92645 0.1 0.2 -0.2
C -0.51029 -2.26915 1.03779 0.0 -0.1 0.1


108
Properties=species:S:1:pos:R:3:forces:R:3 method="wB97M-V/def2-TZVPD" e_above_lowest_kj_mol=269.2 total_charge=0 homo_energy_ev=-7.461 gap_ha=0.2710 smiles="c1cc[nH]c1.c1cc[nH]c1.c1cc[nH]c1.c1cc[nH]c1.c1cc[nH]c1.c1cc[nH]c1.NC(N)=O.NC(N)=O.NC(N)=O.CCCC#N.CCCC#N" multiplicity=1
H 7.77040 4.92991 -5.32694 0.0 0.2 0.5
H 7.69905 8.47145 -10.94858 -0.1 0.5 0.3
C 8.30560 5.68147 -5.90731 -1.2 -0.1 -0.8
O 13.00755 10.60905 -13.94125 -1.1 -1.6 -2.4
N 14.35711 10.46671 -12.12987 1.3 -2.7 0.7
H 15.65453 11.95094 -5.88175 0.2 -0.1 -0.3
C 11.36201 7.86447 -7.92559 -0.3 -0.5 -1.3
C 7.92714 5.74508 -11.71085 2.2 -0.9 -0.1
C 10.14976 5.23013 -11.55056 -0.2 -1.0 -2.2
N 14.91989 4.91389 -5.59970 -0.6 0.6 1.9
N 16.13694 12.47091 -8.70654 3.4 -0.3 0.0
H 17.15545 3.70724 -3.49638 -0.1 -0.2 -0.3
H 10.50203 11.11675 -3.23297 -0.2 0.1 -0.1
H 13.79140 6.26168 -4.51441 -0.1 0.0 0.6
N 9.77490 4.12240 -7.46514 -2.3 2.7 2.3
H 14.36564 5.09036 -6.42539 0.5 -0.5 -0.2
O 15.97967 9.10956 -8.60747 -1.6 0.8 2.2
H 13.26863 13.44185 -8.20812 0.2 0.0 0.4
H 14.54705 10.92632 -11.25079 0.4 -0.6 0.0
H 16.61069 11.97446 -3.45013 -0.1 -0.2 0.1
H 9.47046 7.47343 -12.05293 0.7 0.2 -0.4
H 7.85641 5.37406 -13.77994 0.3 -0.2 0.1
O 14.26702 11.72772 -9.75111 0.0 0.6 0.3
C 9.01345 6.73619 -5.07744 1.0 0.3 -1.1
C 12.20409 7.79814 -6.81677 -0.5 0.0 2.2
C 13.54317 11.06927 -12.98503 0.9 0.3 0.3
C 9.12943 4.85738 -6.79411 2.7 -2.4 -2.2
H 10.47012 7.29195 -8.13334 0.2 -0.1 0.0
H 8.34285 7.36085 -4.48738 -0.3 -0.6 0.3
C 16.09659 11.12530 -5.34387 -0.1 1.9 -3.5
C 13.15805 8.76823 -6.89035 0.2 -0.2 -1.4
N 16.58587 8.16442 -10.47641 0.2 -1.1 -2.0
H 10.27845 4.68035 -13.77805 0.0 0.0 0.2
H 10.78978 5.41174 -4.81478 -0.4 0.0 -0.7
C 16.70787 9.80820 -3.81714 3.2 -2.7 3.2
H 15.72565 7.63538 -10.49213 0.3 0.0 -0.2
N 16.30127 9.91165 -5.91800 -0.6 0.6 -1.0
H 11.78641 8.40479 -2.86319 0.8 0.1 0.2
C 16.76295 9.10174 -4.95239 -1.2 -2.2 -0.8
C 14.87971 5.77644 -8.57994 0.3 -0.3 -0.7
C 16.59295 11.12611 -4.11823 -1.6 2.3 2.4
H 16.85659 8.03843 -5.11669 0.2 0.0 0.0
H 16.24581 3.45588 -6.19467 0.5 -0.1 0.3
H 11.42194 9.04052 -12.63464 0.3 0.5 0.2
C 8.57425 9.07356 -11.14325 0.6 1.5 -0.1
H 8.96845 5.90356 -9.76790 0.1 0.0 -0.1
N 9.55520 8.46582 -11.88542 -0.3 2.3 1.2
H 17.23585 8.20870 -11.24821 -0.6 -0.5 -0.2
C 9.74391 4.97592 -12.88737 -0.4 1.0 1.9
C 14.85631 12.43612 -8.93368 -1.7 -0.2 0.6
N 12.97819 9.34402 -8.14930 1.3 -0.3 0.6
H 8.47228 11.09235 -10.19148 -0.1 0.0 -0.2
C 8.99241 10.42042 -10.85809 -1.8 -2.8 0.6
C 16.35353 4.19932 -4.02665 -1.3 0.3 -0.3
H 14.07505 2.68285 -9.46606 0.0 0.1 -0.1
H 10.71780 6.70138 -3.71783 -0.4 0.1 0.3
N 13.52261 5.83415 -8.67309 0.3 -1.0 0.1
H 15.37498 5.34722 -2.34156 0.0 0.2 -0.2
H 13.02446 6.67931 -8.43297 -0.4 -0.3 -0.2
H 18.68372 9.21256 -10.04956 -0.3 0.0 -0.2
H 7.53349 6.11307 -6.54424 -0.1 0.2 -0.1
H 13.96772 12.70513 -11.86289 -0.1 0.0 -0.4
H 11.77895 9.03316 -9.82154 -0.4 -0.1 0.1
C 16.82057 8.98883 -9.46738 -5.3 -3.3 -0.1
H 16.98447 9.33547 -2.88631 0.1 0.3 0.2
H 13.65031 9.90448 -8.65353 0.1 0.2 0.2
H 16.11797 9.67825 -6.88341 0.0 -0.2 -0.2
C 15.95251 4.07308 -5.35834 0.7 -0.2 -0.1
H 18.27227 10.15609 -8.76545 -0.6 -0.2 0.3
C 11.71721 9.34606 -3.40846 -0.3 0.3 0.3
H 14.02295 8.88783 -6.25471 -0.1 0.4 -0.2
C 11.97654 8.72084 -8.80673 -0.7 1.0 0.0
H 11.94932 4.42373 -9.10354 0.1 0.0 0.2
C 10.60009 9.36797 -12.01517 -0.1 -0.5 -0.4
H 13.76622 9.53450 -4.11602 0.3 -0.1 0.4
C 10.62877 10.17273 -2.70299 0.4 0.3 -0.7
N 17.91123 9.58300 -9.51465 8.0 4.2 0.0
C 14.57873 5.52903 -4.41559 0.0 0.2 -0.1
H 10.94172 10.45646 -1.69817 0.0 -0.3 0.1
C 10.26436 10.57340 -11.37752 0.8 -1.1 -0.7
H 14.72338 13.64925 -7.24547 -0.4 0.0 -0.3
N 8.41726 5.29075 -12.94411 -1.2 0.8 0.5
H 16.42529 13.10784 -7.97766 0.6 -0.4 -0.4
H 11.18766 5.04918 -11.31298 -0.2 0.1 0.7
C 13.62039 10.76078 -2.41293 0.6 0.0 1.4
H 6.93120 6.14005 -11.57482 0.1 -0.3 -0.1
H 14.72221 9.56829 -12.41208 -0.3 0.1 0.5
H 12.11184 7.12276 -5.97907 -0.2 0.0 0.1
H 12.87516 10.96417 -4.29007 -0.4 0.1 -0.1
H 9.48057 7.48469 -5.71747 0.1 -0.1 -0.5
H 9.66354 9.66769 -2.66616 0.1 -0.1 0.0
H 15.40825 6.70406 -8.41698 0.2 -0.2 0.3
H 16.78433 11.81806 -9.12458 -0.3 0.2 0.1
C 13.00872 4.59890 -8.98779 1.8 -0.7 -0.9
H 10.87147 11.44021 -11.16195 0.3 -0.1 -0.6
C 9.01148 5.65049 -10.81695 -0.8 0.2 -0.8
H 9.51584 5.35570 -3.63450 0.4 -0.1 0.5
C 10.06871 6.03384 -4.28456 0.5 -0.2 1.3
H 13.14589 12.99762 -13.36470 -0.2 -0.2 0.3
H 11.47768 9.02761 -4.42302 -0.5 0.3 -0.1
C 15.28514 4.48487 -8.89992 -0.1 0.3 -0.4
N 14.09439 11.22150 -1.46101 -0.6 -0.4 -1.1
C 13.02601 10.13996 -3.59292 0.0 -0.1 -0.3
C 14.13157 3.73573 -9.23232 -1.9 1.5 1.2
N 14.25263 13.27261 -8.05579 -2.0 0.5 -0.1
H 16.29063 4.09386 -8.94994 0.0 0.3 0.1
C 15.41822 5.10894 -3.39406 0.2 -0.4 -1.5
N 13.48777 12.34393 -12.67484 -0.9 4.3 0.4


14
Properties=species:S:1:pos:R:3:forces:R:3 method="wB97M-V/def2-TZVPD" e_above_lowest_kj_mol=382.9 total_charge=0 homo_energy_ev=-8.891 gap_ha=0.3536 multiplicity=1
H -1.31950 1.47371 0.87003 0.4 0.6 1.1
C -0.70567 0.64359 -0.99125 -0.6 -0.7 0.0
N 2.40996 -0.17822 0.40985 1.4 0.3 -0.1
H -1.22850 -1.06201 1.55023 0.5 0.5 -0.7
H -2.70307 1.13502 -0.09967 0.3 -0.6 0.1
H 3.71880 0.51922 -0.63130 0.0 0.8 -1.8
H -2.19206 -1.32346 0.12904 -1.9 -1.0 -0.2
H -0.43993 1.37295 -1.78685 0.0 -0.9 0.7
C -1.68711 0.77715 0.16341 -0.6 0.7 -0.6
N 3.62829 0.09213 0.25220 -1.9 -1.4 2.7
H 0.18360 -1.46722 -1.05092 -0.5 1.0 0.0
H 2.23945 -0.62198 1.35158 0.7 0.4 -0.7
C -1.43490 -0.71946 0.51446 0.8 1.0 -0.8
C -0.46937 -0.64145 -0.68081 1.5 -0.6 0.3


16
Properties=species:S:1:pos:R:3:forces:R:3 method="wB97M-V/def2-TZVPD" e_above_lowest_kj_mol=624.1 total_charge=0 homo_energy_ev="-7.561 / -6.954" gap_ha="0.3021 / 0.2761" multiplicity=1
H -0.58267 0.12196 -1.45306 0.0 0.0 0.0
C 1.42858 0.72460 -0.67326 -0.1 -0.1 0.0
H 1.24396 1.79720 -0.61567 0.0 0.0 0.0
H 1.93410 0.49416 -1.61036 0.0 0.0 0.0
N -1.01385 1.68667 0.34554 -0.2 0.4 0.2
N 0.60330 -2.08136 -1.00194 0.1 -0.5 -0.1
H 1.60116 -1.97242 -1.18120 0.0 0.1 0.0
C -1.71536 1.66875 1.37614 -0.1 -0.1 0.1
H 2.06777 0.42736 0.15693 0.0 0.0 0.0
H 0.16247 -2.17646 -1.91721 0.0 0.1 0.0
H -0.63388 -2.18964 1.59322 0.1 0.0 -0.1
C 0.10585 0.01372 -0.62987 0.0 -0.2 0.2
C -0.33172 -0.69514 0.43615 0.2 0.3 -0.4
H -2.23108 2.58633 1.71122 0.1 -0.1 -0.1
H -1.88389 0.78784 2.02696 0.1 0.1 -0.2
N -0.75472 -1.19356 1.43640 -0.1 -0.1 0.3


45
Properties=species:S:1:pos:R:3:forces:R:3 method="wB97M-V/def2-TZVPD" e_above_lowest_kj_mol=307.4 total_charge=0 homo_energy_ev=-8.147 gap_ha=0.3182 smiles="CCN(CC)C(=O)CSc1nnc(-c2cc(OC)cc(OC)c2)o1" multiplicity=1
C -2.89124 4.83753 0.53813 0.0 0.0 0.0
C -0.96865 3.43946 0.17874 0.1 -0.1 0.0
H 0.08611 3.23199 0.25040 0.1 0.0 0.0
H 3.90467 -4.30050 2.17294 0.1 0.0 0.0
H -5.93040 2.33182 -0.13113 0.0 0.0 0.0
C 2.87631 -4.06183 2.43402 -0.2 -0.1 -0.2
H 2.05387 -5.77942 1.40739 0.0 0.1 0.0
H -3.31587 5.75504 0.90995 -0.1 0.1 0.1
O -5.03893 4.20739 -0.10482 0.2 0.2 0.1
C -1.25396 1.25696 -0.90601 -0.4 -0.8 -0.5
H 5.07433 -3.77523 -1.30915 0.1 0.0 -0.1
C 0.14653 -0.24263 -1.37401 -0.6 -0.4 -0.4
H 3.60750 -5.38448 -0.16785 -0.1 0.0 -0.1
C 0.57331 5.46127 1.40652 0.2 0.0 0.0
S 1.67669 -1.02129 -1.52637 0.5 -0.1 -0.1
O 0.07582 0.97544 -0.80647 0.0 0.0 0.1
H 1.76331 -3.24931 -2.38178 0.0 0.0 0.0
H 0.87151 -4.50889 1.79520 0.2 -0.1 -0.1
C -5.93040 3.27870 -0.67904 -0.1 -0.2 -0.1
O 0.03946 -3.06447 0.39822 -0.3 0.2 0.1
H 0.08327 -2.67041 -2.12610 0.1 -0.2 0.0
H -5.69052 3.08985 -1.72966 0.0 0.0 0.0
H 0.80929 4.59442 2.03174 0.0 0.0 0.0
H 2.86379 -4.83157 -1.66304 0.1 -0.1 0.1
C 0.99114 -3.34230 -0.30541 -0.1 0.0 -0.3
C -1.80493 2.49382 -0.40785 -0.1 0.7 0.3
C 1.08427 -2.74523 -1.70282 0.0 0.4 0.3
C -3.17610 2.70191 -0.52859 0.0 -0.1 0.0
H 0.91854 6.36691 1.90255 0.0 -0.1 0.0
C 4.21402 -3.40906 -0.75439 -0.1 -0.3 0.0
H -6.91540 3.73733 -0.60948 0.1 -0.1 0.0
C 1.89249 -4.69768 1.45784 -0.1 0.0 0.3
C -1.52155 4.62273 0.65575 -0.4 -0.1 -0.1
H -3.76546 1.92914 -0.99047 -0.1 -0.1 0.0
N 1.99364 -4.14841 0.11480 0.1 -0.3 0.2
H 2.75211 -2.98194 2.43609 0.0 0.1 0.0
O -0.81660 5.62177 1.24785 -0.3 0.0 -0.1
C -3.72213 3.88647 -0.04906 0.4 0.1 0.1
H 1.07982 5.36261 0.44116 0.0 0.0 0.0
N -1.89525 0.28743 -1.48603 -0.8 1.4 0.6
N -1.00606 -0.66849 -1.79049 1.3 -0.7 -0.2
H 4.54247 -3.10576 0.23517 0.0 0.1 0.1
H 2.68271 -4.43403 3.43652 0.0 0.0 0.1
H 3.82301 -2.53192 -1.26225 0.0 0.1 -0.1
C 3.16347 -4.51514 -0.65870 0.2 0.2 -0.3